Computed, not measured: a cluster of 2 separate species, C4H10NO2 in total in a non-equilibrium geometry, with the ωB97M-V functional and the def2-TZVPD basis.

Computed properties:
Energy relative to the best compared isomer or geometry (same formula, charge and spin) in kcal/mol: 179.0
Kohn-Sham gap in Eh: 0.3223

Geometry as ORCA input:
```
! wB97M-V def2-TZVPD RIJCOSX def2/J DEFGRID3
* xyz 1 1
C -0.2369 -0.5234 -1.0014
C -1.4453 -0.5539 -1.8643
C 2.3058 -0.9423 0.4967
C -1.1056 1.6101 1.5678
N -0.2021 -0.0612 0.2100
O 1.3266 -0.2466 1.2485
O -1.2029 0.5315 0.8102
H 0.7809 -0.7788 -1.4126
H -1.2367 -1.3082 -2.6297
H -1.5124 0.4243 -2.3080
H -2.3719 -0.6041 -1.3696
H 2.5468 -0.4945 -0.4796
H 2.0924 -2.0320 0.3848
H 3.2085 -0.8631 1.1584
H -0.5484 1.4339 2.4663
H -2.0026 2.1500 1.7367
H -0.3964 2.2583 0.9859
*
```

=====

Computed, not measured: a structure of composition C4H10NO2 in a non-equilibrium geometry, with the ωB97M-V functional and the def2-TZVPD basis.

Computed properties:
Energy relative to the best compared isomer or geometry (same formula, charge and spin) in kcal/mol: 248.8
Kohn-Sham gap in Eh: 0.2241

Geometry as ORCA input:
```
! wB97M-V def2-TZVPD RIJCOSX def2/J DEFGRID3
* xyz 1 1
C -0.9957 1.6887 -0.1236
C -0.1267 0.5112 0.3842
C -0.3734 -0.6933 -0.4339
C 0.7780 -1.6740 -0.2788
O 0.8256 -1.2215 1.9003
O 0.5998 -2.7169 -0.9599
N -0.3419 2.2322 -1.1811
H -2.0555 1.4960 -0.3413
H -0.5493 2.7677 0.1396
H 0.0088 0.1849 1.3952
H 0.8493 0.9598 0.1160
H -0.4155 -0.3986 -1.4906
H -1.2975 -1.2410 -0.2363
H 1.7162 -1.1353 -0.6731
H 1.1654 -1.7928 2.6082
H -0.8718 2.9672 -1.6824
H 1.0841 -1.9342 0.8575
*
```

=====

Computed, not measured: a cluster of 2 separate species, C4H10NO2 in total in a non-equilibrium geometry, with the ωB97M-V functional and the def2-TZVPD basis.

Computed properties:
Energy relative to the best compared isomer or geometry (same formula, charge and spin) in kcal/mol: 133.5
Kohn-Sham gap in Eh: 0.3253

Geometry as ORCA input:
```
! wB97M-V def2-TZVPD RIJCOSX def2/J DEFGRID3
* xyz 1 1
C 1.1641 0.8168 1.0914
C 0.1152 0.9103 0.0061
C 1.8768 -0.6909 -0.8501
C -2.2872 0.1680 0.3131
N 0.9416 -0.3064 0.2093
O -2.0972 -1.0017 0.9251
O -2.6886 0.1499 -0.9742
H 2.0090 1.3846 1.0087
H 0.8737 0.7002 2.0909
H 0.5523 1.3154 -0.8839
H 1.2717 -0.9952 -1.7238
H 2.7582 0.0153 -1.2517
H 2.3814 -1.5436 -0.4654
H -2.1839 1.0071 0.9539
H 0.5769 -1.2028 0.8220
H -2.2348 -1.6357 0.2019
H -3.0293 0.9086 -1.4734
*
```

=====

Computed, not measured: a cluster of 2 separate species, C4H10NO2 in total in a non-equilibrium geometry, with the ωB97M-V functional and the def2-TZVPD basis.

Computed properties:
Energy relative to the best compared isomer or geometry (same formula, charge and spin) in kcal/mol: 52.9
Kohn-Sham gap in Eh: 0.3780

Geometry as ORCA input:
```
! wB97M-V def2-TZVPD RIJCOSX def2/J DEFGRID3
* xyz 1 1
C 0.1126 1.4556 -1.4423
C 0.3627 0.8115 -0.3372
C 0.7251 1.5159 0.8751
C 0.1673 -0.7500 -0.3512
N 0.7552 -1.6178 0.4221
O -0.3214 -1.1000 -1.5255
O -1.7669 -0.8878 0.6393
H -0.1775 1.0676 -2.3871
H 0.2733 2.5652 -1.4160
H 0.3624 0.9716 1.7745
H 1.7949 1.3199 1.0836
H 0.4773 2.5770 0.6886
H 0.6137 -2.6673 0.2846
H 1.3573 -1.5195 1.2505
H -1.9607 -1.2879 1.5169
H -0.2975 -2.1296 -1.4939
H -2.4778 -0.3244 0.4179
*
```

=====

Computed, not measured: a cluster of 2 separate species, C4H10NO2S in total in a non-equilibrium geometry, with the ωB97M-V functional and the def2-TZVPD basis.

Computed properties:
Energy relative to the best compared isomer or geometry (same formula, charge and spin) in kcal/mol: 26.9
Kohn-Sham gap in Eh: 0.2407

Geometry as ORCA input:
```
! wB97M-V def2-TZVPD RIJCOSX def2/J DEFGRID3
* xyz -1 1
C 0.0287 -0.9509 1.1316
N -1.1514 -0.1888 0.7690
C -2.3730 -0.7250 0.7724
O -3.3717 -0.2260 0.2738
C 0.9100 -1.2960 -0.0605
C 1.5793 -0.1181 -0.7492
S 2.6874 0.7960 0.3668
H 0.6762 -0.3781 1.7819
H -0.2524 -1.8829 1.6268
H -1.0432 0.7941 0.5849
H -2.4816 -1.6826 1.3142
H 1.6099 -2.0754 0.2815
H 0.3248 -1.9017 -0.7853
H 2.0996 -0.5307 -1.5996
H 0.7899 0.5240 -1.1495
H -0.9968 2.2614 -1.4620
H -0.6968 1.3874 -2.6578
O -1.3857 1.9455 -2.2854
*
```

=====

Computed, not measured: a cluster of 2 separate species, C4H10NO2S in total in a non-equilibrium geometry, with the ωB97M-V functional and the def2-TZVPD basis.

Computed properties:
Energy relative to the best compared isomer or geometry (same formula, charge and spin) in kcal/mol: 50.9
Kohn-Sham gap in Eh: 0.2483

Geometry as ORCA input:
```
! wB97M-V def2-TZVPD RIJCOSX def2/J DEFGRID3
* xyz -1 1
C 1.6037 0.0048 -0.8473
C 0.4478 1.0625 -1.1450
S 0.6126 2.4964 0.2385
C 0.9204 -1.2816 -1.0623
N 0.0243 -1.8491 -0.1989
C -0.5279 -1.1655 1.1837
O 1.3483 -2.0780 -1.9109
H 1.9864 0.1413 0.1848
H 2.4544 0.0239 -1.5613
H -0.5408 0.5913 -1.2408
H 0.6851 1.5673 -2.0898
H -0.3809 -2.6900 -0.6165
H -0.3381 -1.7358 2.0775
H 0.0030 -0.1580 1.1953
H -1.5814 -0.9847 0.9740
H -1.8170 2.1378 0.9747
H -2.5785 2.3024 2.1733
O -2.3214 1.6149 1.6709
*
```

=====

Computed, not measured: a cluster of 2 separate species, C4H10NO2S in total in a non-equilibrium geometry, with the ωB97M-V functional and the def2-TZVPD basis.

Computed properties:
Energy relative to the best compared isomer or geometry (same formula, charge and spin) in kcal/mol: 25.1
Kohn-Sham gap (alpha / beta) in Eh: 0.3832 / 0.2601

Geometry as ORCA input:
```
! wB97M-V def2-TZVPD RIJCOSX def2/J DEFGRID3
* xyz 0 2
O -1.5410 1.8213 -0.8144
C -0.7000 0.9344 -0.7801
N -0.2689 0.5191 0.4360
C 0.8885 -0.3515 0.6180
C 0.7424 -1.8387 0.1526
S 2.1093 -2.8955 0.9818
C -0.2278 0.2866 -2.0546
H -0.6521 0.9616 1.2102
H 1.8436 -0.0209 0.1791
H 1.0366 -0.5460 1.7548
H -0.3262 -2.3088 0.2681
H 0.8828 -1.9224 -0.8895
H 0.8482 0.5583 -2.1288
H -0.6867 0.6543 -2.9084
H -0.3615 -0.8279 -1.8974
H -2.0753 4.4253 0.3651
H -2.2672 2.8335 0.1860
O -2.7499 3.7666 0.5000
*
```

=====

Computed, not measured: a cluster of 2 separate species, C4H10NO3 in total, with the ωB97M-V functional and the def2-TZVPD basis.

Computed properties:
Energy relative to the best compared isomer or geometry (same formula, charge and spin) in kcal/mol: 6.7
Kohn-Sham gap in Eh: 0.3154

Geometry as ORCA input:
```
! wB97M-V def2-TZVPD RIJCOSX def2/J DEFGRID3
* xyz -1 1
C -0.4756 -1.2789 2.2856
C -0.0425 -0.2139 1.2948
C -0.9296 -0.2472 0.0403
C -0.5940 0.7144 -1.1310
O 0.5729 1.1807 -1.1888
O -1.5154 0.9012 -1.9488
N 1.4064 -0.3419 1.0262
H 0.3711 -1.7124 2.8111
H -0.9885 -2.1400 1.8487
H -1.1367 -0.8996 3.0681
H -0.1375 0.7868 1.7041
H -0.9671 -1.2442 -0.3980
H -1.9438 0.0680 0.3236
H 1.5788 -1.3071 0.7205
H 1.5561 0.2094 0.1812
H 0.7520 1.8027 -4.2500
H 1.0194 1.7882 -2.7595
O 1.4739 1.9338 -3.6281
*
```

=====

Computed, not measured: a structure of composition C4H10NO3 in a non-equilibrium geometry, with the ωB97M-V functional and the def2-TZVPD basis.

Computed properties:
Energy relative to the best compared isomer or geometry (same formula, charge and spin) in kcal/mol: 56.5
Kohn-Sham gap in Eh: 0.4014

Geometry as ORCA input:
```
! wB97M-V def2-TZVPD RIJCOSX def2/J DEFGRID3
* xyz 1 1
C -1.4698 1.0178 0.0941
C -0.6139 0.6437 -1.0836
C 2.6342 -1.2481 0.8569
C 1.2657 -1.0704 0.3908
N 0.9758 -0.0287 -0.3801
O -2.5143 1.8933 -0.2867
O -1.9164 -0.1147 0.7631
O -1.1199 -0.0544 -2.0856
H -0.7441 1.6546 0.7480
H 3.2213 -0.4630 0.3922
H 2.8144 -2.2675 0.6894
H 2.7547 -1.1740 1.9864
H 0.4142 -1.8061 0.6087
H -3.3825 1.4534 -0.5323
H 0.0688 1.4240 -1.4336
H 1.6904 0.6301 -0.5796
H -2.2331 0.2104 1.6274
H -1.8456 -0.7001 -1.7756
*
```

=====

Computed, not measured: an isolated molecule of C4H10NO3P in a non-equilibrium geometry, with the ωB97M-V functional and the def2-TZVPD basis.

Computed properties:
Energy relative to the best compared isomer or geometry (same formula, charge and spin) in kcal/mol: 0.0
Kohn-Sham gap in Eh: 0.4082
Structure (SMILES): [H]/N=C(\C)O[P@](C)(=O)OC

Geometry as ORCA input:
```
! wB97M-V def2-TZVPD RIJCOSX def2/J DEFGRID3
* xyz 0 1
H 2.5343 -1.7270 0.0883
N 1.7178 -1.3508 -0.2583
C 1.4949 -0.1149 -0.0341
C 2.3996 0.8573 0.6509
O 0.3954 0.3876 -0.6431
P -1.0446 0.4682 0.0447
C -2.0105 1.7192 -0.8241
O -0.9748 0.6721 1.4748
O -1.8231 -0.8994 -0.4445
C -1.1931 -2.0772 0.0695
H 2.1540 1.5625 1.3569
H 3.3199 0.2893 0.8031
H 2.6337 1.4048 -0.3035
H -2.8992 1.5804 -0.3193
H -1.5379 2.7927 -0.5451
H -2.0556 1.5854 -1.9518
H -0.7258 -1.6601 0.9857
H -0.4286 -2.6712 -0.5750
H -1.9562 -2.8190 0.4248
*
```